i:
Molecular formula: C3H4N4O2
Method: DFT, wB97M-V/def2-TZVPD

## Properties
SMILES = NC1=NN=C[C@H]2O[N@@+]12[O-]
frontier orbital gap = 8.9 eV

```
! wB97M-V def2-TZVPD RIJCOSX def2/J DEFGRID3
* xyz 0 1
C 1.6037 0.3143 0.0855
C 0.9743 1.6012 0.2900
C -1.0177 -0.2336 0.0386
N -0.2407 1.8706 0.5854
N -1.2492 0.9726 0.5671
N -1.9204 -1.1324 -0.3305
N 0.3811 -0.7823 -0.1317
O 0.5554 -1.6098 -0.9489
O 1.1939 -0.6657 1.0646
H 2.6234 0.1358 -0.3965
H 1.6914 2.5230 0.0067
H -1.6929 -2.0892 -0.6562
H -2.9022 -0.9044 -0.1740
*
```

natural (NBO) analysis output, partial charges in e: atom 1 (C): 0.091, atom 2 (C): -0.029, atom 3 (C): 0.521, atom 4 (N): -0.217, atom 5 (N): -0.336, atom 6 (N): -0.783, atom 7 (N): 0.316, atom 8 (O): -0.498, atom 9 (O): -0.357, atom 10 (H): 0.232, atom 11 (H): 0.195, atom 12 (H): 0.441, atom 13 (H): 0.424

=====

ii:
Molecular formula: C3H4N4O2
Method: DFT, wB97M-V/def2-TZVPD

## Properties
SMILES = [H]/N=N\c1c[nH]ocno1
frontier orbital gap = 8.7 eV

```
! wB97M-V def2-TZVPD RIJCOSX def2/J DEFGRID3
* xyz 0 1
C 0.8959 0.2762 0.1059
C 0.0276 1.3148 0.0118
C -1.5788 -1.2221 -0.2816
H 2.6141 -1.3361 -0.0517
H 0.3704 2.3039 -0.1521
H -2.0359 1.9382 0.5865
H -2.4459 -1.7756 -0.8055
N 3.1061 -0.4686 -0.2652
N 2.2391 0.4978 -0.1410
N -1.3466 1.0226 0.4801
N -0.5313 -1.6656 0.2943
O -1.9510 0.0826 -0.4362
O 0.6364 -0.9681 0.6548
*
```

natural (NBO) analysis output, partial charges in e: atom 1 (C): 0.323, atom 2 (C): -0.070, atom 3 (C): 0.328, atom 4 (H): 0.301, atom 5 (H): 0.230, atom 6 (H): 0.398, atom 7 (H): 0.220, atom 8 (N): -0.270, atom 9 (N): -0.178, atom 10 (N): -0.352, atom 11 (N): -0.192, atom 12 (O): -0.383, atom 13 (O): -0.353

=====

Result of the stability comparison: i is the most stable of them.

=====

i:
Molecular formula: C4H12NO2
Method: DFT, wB97M-V/def2-TZVPD

## Properties
frontier orbital gap = 6.4 eV

```
! wB97M-V def2-TZVPD RIJCOSX def2/J DEFGRID3
* xyz -1 1
C -1.9486 -1.3958 0.1194
C -1.0501 -1.2311 1.3524
N -0.4737 0.0785 1.4661
C 0.6637 0.3192 0.5866
C 0.5901 1.7890 0.0590
O -0.6485 2.1358 -0.2993
H -2.1471 -2.4338 -0.1596
H -1.4715 -0.8612 -0.7033
H -2.9005 -0.8929 0.3000
H -1.6163 -1.4527 2.2616
H -0.2221 -1.9399 1.3143
H -1.1152 0.8438 1.2146
H 0.6536 -0.3452 -0.3020
H 1.5997 0.1076 1.1026
H 1.0334 2.4214 0.8707
H 1.3929 1.8468 -0.7284
H 2.2012 -0.7086 -3.3752
H 1.9010 -1.2137 -1.9770
O 2.6008 -1.2089 -2.6429
*
```

natural (NBO) analysis output, partial charges in e: atom 1 (C): -0.639, atom 2 (C): -0.199, atom 3 (N): -0.674, atom 4 (C): -0.238, atom 5 (C): -0.015, atom 6 (O): -0.951, atom 7 (H): 0.179, atom 8 (H): 0.225, atom 9 (H): 0.196, atom 10 (H): 0.163, atom 11 (H): 0.167, atom 12 (H): 0.398, atom 13 (H): 0.105, atom 14 (H): 0.151, atom 15 (H): 0.066, atom 16 (H): 0.069, atom 17 (H): 0.466, atom 18 (H): 0.481, atom 19 (O): -0.949

=====

ii:
Molecular formula: C4H12NO2
Method: DFT, wB97M-V/def2-TZVPD

## Properties
frontier orbital gap = 6.7 eV

```
! wB97M-V def2-TZVPD RIJCOSX def2/J DEFGRID3
* xyz -1 1
C -0.5856 2.0702 -0.2412
C 0.4940 0.8709 -0.2516
C 1.6035 1.2144 -1.2471
N -0.0109 -0.5135 -0.3999
C -1.1285 -0.6858 0.8058
O -2.4495 -0.1890 0.5018
H -1.3436 1.6669 -0.9223
H -0.2216 3.0236 -0.7143
H -1.0751 2.2668 0.7007
H 0.7960 0.8926 0.7920
H 1.2252 1.4262 -2.2644
H 2.3575 0.4187 -1.3369
H 2.2827 1.9540 -0.7041
H -0.6300 -0.7893 -1.1263
H -0.9799 -0.0498 1.6733
H -1.1195 -1.7915 0.8882
H 1.4181 -1.6098 0.4047
H 0.9146 -3.0194 0.5610
O 1.7183 -2.5126 0.8047
*
```

natural (NBO) analysis output, partial charges in e: atom 1 (C): -0.648, atom 2 (C): -0.050, atom 3 (C): -0.627, atom 4 (N): -0.750, atom 5 (C): 0.065, atom 6 (O): -0.983, atom 7 (H): 0.236, atom 8 (H): 0.172, atom 9 (H): 0.219, atom 10 (H): 0.181, atom 11 (H): 0.202, atom 12 (H): 0.204, atom 13 (H): 0.200, atom 14 (H): 0.367, atom 15 (H): 0.150, atom 16 (H): 0.100, atom 17 (H): 0.506, atom 18 (H): 0.457, atom 19 (O): -1.002

=====

iii:
Molecular formula: C4H12NO2
Method: DFT, wB97M-V/def2-TZVPD

## Properties
frontier orbital gap = 6.3 eV

```
! wB97M-V def2-TZVPD RIJCOSX def2/J DEFGRID3
* xyz -1 1
C 1.6572 0.0973 1.3105
O 2.6193 -0.2857 0.3991
C 0.2015 0.0088 0.7134
C -0.8680 0.9304 1.3227
C -2.1981 0.8290 0.5281
N 0.2458 0.2278 -0.7479
H 1.6071 -0.5475 2.2203
H 1.9230 1.1346 1.5574
H -0.0549 -1.0416 0.8902
H -1.0617 0.7107 2.3696
H -0.4294 1.9301 1.2401
H -2.3314 -0.2306 0.3210
H -2.2091 1.4450 -0.3549
H -3.0052 1.0992 1.2211
H 0.9007 0.9789 -0.9029
H 0.8101 -0.5640 -1.0461
H -0.5501 -1.1232 -2.3337
H -1.9072 -1.2163 -2.9531
O -1.0946 -1.7055 -2.8787
*
```

natural (NBO) analysis output, partial charges in e: atom 1 (C): -0.050, atom 2 (O): -0.984, atom 3 (C): -0.081, atom 4 (C): -0.402, atom 5 (C): -0.602, atom 6 (N): -0.894, atom 7 (H): 0.083, atom 8 (H): 0.091, atom 9 (H): 0.155, atom 10 (H): 0.188, atom 11 (H): 0.184, atom 12 (H): 0.202, atom 13 (H): 0.207, atom 14 (H): 0.176, atom 15 (H): 0.362, atom 16 (H): 0.377, atom 17 (H): 0.496, atom 18 (H): 0.457, atom 19 (O): -0.964

=====

iv:
Molecular formula: C4H12NO2
Method: DFT, wB97M-V/def2-TZVPD

## Properties
frontier orbital gap = 6.7 eV

```
! wB97M-V def2-TZVPD RIJCOSX def2/J DEFGRID3
* xyz -1 1
C -0.9583 -0.4635 1.0574
C 0.4662 -0.4557 0.5648
C 1.3849 0.2360 1.5600
N 0.6311 0.0902 -0.8191
C -0.2661 1.2689 -1.2704
O 0.3151 2.4366 -1.1195
H -1.3037 0.5649 1.2188
H -1.0322 -0.9131 2.0561
H -1.6425 -0.9513 0.3720
H 0.7870 -1.4961 0.4589
H 1.3720 1.3088 1.3890
H 2.4166 -0.0913 1.4183
H 1.0768 0.0788 2.5976
H 1.5248 0.5734 -0.8111
H -1.2327 1.1235 -0.7223
H -0.5323 0.9790 -2.3284
H -0.2356 -1.3219 -1.9259
H -1.6990 -1.1385 -1.7292
O -1.0721 -1.8286 -1.9671
*
```

natural (NBO) analysis output, partial charges in e: atom 1 (C): -0.619, atom 2 (C): -0.050, atom 3 (C): -0.632, atom 4 (N): -0.734, atom 5 (C): 0.146, atom 6 (O): -0.937, atom 7 (H): 0.208, atom 8 (H): 0.187, atom 9 (H): 0.210, atom 10 (H): 0.165, atom 11 (H): 0.234, atom 12 (H): 0.192, atom 13 (H): 0.185, atom 14 (H): 0.365, atom 15 (H): 0.055, atom 16 (H): 0.053, atom 17 (H): 0.505, atom 18 (H): 0.457, atom 19 (O): -0.989

=====

Result of the stability comparison: iv is the most stable of them.

=====

i:
Molecular formula: C4H12NO2
Method: DFT, wB97M-V/def2-TZVPD

## Properties
frontier orbital gap = 6.9 eV

```
! wB97M-V def2-TZVPD RIJCOSX def2/J DEFGRID3
* xyz -1 1
C 0.3180 -1.6154 -0.4985
C 0.7435 -0.5644 0.5870
C 1.9995 0.2951 0.1736
N -0.5036 0.2179 0.8982
C -0.5556 1.4699 -0.1022
O 0.0220 2.5355 0.4047
H 0.7299 -1.5076 -1.4942
H 0.7817 -2.5355 -0.0787
H -0.7435 -1.7805 -0.4913
H 1.0968 -1.0721 1.5103
H 1.7983 1.1176 -0.5336
H 2.0763 0.9680 1.0410
H 2.6670 -0.4057 -0.3127
H -0.4759 0.6042 1.8348
H -0.1556 1.0818 -1.0471
H -1.6628 1.5893 -0.1994
H -1.9977 -0.4205 -0.5197
H -3.2178 0.3950 -0.3434
O -2.9204 -0.3726 -0.8288
*
```

natural (NBO) analysis output, partial charges in e: atom 1 (C): -0.636, atom 2 (C): -0.024, atom 3 (C): -0.701, atom 4 (N): -0.751, atom 5 (C): 0.138, atom 6 (O): -0.933, atom 7 (H): 0.196, atom 8 (H): 0.187, atom 9 (H): 0.213, atom 10 (H): 0.160, atom 11 (H): 0.237, atom 12 (H): 0.250, atom 13 (H): 0.192, atom 14 (H): 0.354, atom 15 (H): 0.079, atom 16 (H): 0.058, atom 17 (H): 0.497, atom 18 (H): 0.462, atom 19 (O): -0.978

=====

ii:
Molecular formula: C4H12NO2
Method: DFT, wB97M-V/def2-TZVPD

## Properties
frontier orbital gap = 6.1 eV

```
! wB97M-V def2-TZVPD RIJCOSX def2/J DEFGRID3
* xyz -1 1
C 1.2799 -0.1563 1.2054
O 1.7535 -1.4437 0.9025
C 0.4615 0.4719 0.0565
C -0.5873 -0.4527 -0.4278
C -2.0349 0.1098 -0.0359
N -2.3016 1.4495 -0.3503
H 0.7967 -0.1708 2.1801
H 2.1909 0.4785 1.2158
H -0.2199 1.3118 0.5316
H 1.0569 1.0058 -0.6700
H -0.5681 -0.5964 -1.5034
H -0.5977 -1.3393 0.2046
H -2.2550 -0.1585 1.0341
H -2.7859 -0.5321 -0.5270
H -0.6227 2.0029 0.9560
H -2.7937 1.5500 -1.2314
H 2.0348 -1.3634 -0.0874
H 2.4247 -1.3166 -2.1083
O 2.7678 -0.8508 -1.3450
*
```

natural (NBO) analysis output, partial charges in e: atom 1 (C): -0.088, atom 2 (O): -0.790, atom 3 (C): -0.177, atom 4 (C): -0.449, atom 5 (C): -0.227, atom 6 (N): -0.875, atom 7 (H): 0.159, atom 8 (H): 0.159, atom 9 (H): -0.002, atom 10 (H): 0.262, atom 11 (H): 0.222, atom 12 (H): 0.235, atom 13 (H): 0.146, atom 14 (H): 0.175, atom 15 (H): 0.276, atom 16 (H): 0.319, atom 17 (H): 0.511, atom 18 (H): 0.409, atom 19 (O): -1.264

=====

Result of the stability comparison: i is the most stable of them.